(1)
# C23H43MoNO3Si2

A molecular structure, C23H43MoNO3Si2 in a non-equilibrium geometry (ωB97M-V/def2-TZVPD, the OMol25 dataset).

Geometry (Å):
Mo -0.28247 -0.09957 -0.67753
C -5.24456 -0.40097 0.23255
C -4.32714 0.23396 -0.80939
C -5.04987 0.37916 -2.15433
O -3.89968 1.53091 -0.40268
C -3.08833 -0.66214 -1.04891
O -3.13988 -1.87550 -0.94595
O -2.01883 -0.02750 -1.37386
H -6.08060 0.26252 0.44828
H -4.69779 -0.59853 1.15445
H -5.62107 -1.34611 -0.14628
H -5.89458 1.05623 -2.03994
H -5.40569 -0.59230 -2.49173
H -4.37270 0.79529 -2.89794
H -3.78271 1.53444 0.55439
C 4.32106 -0.13844 -1.57175
C 4.18280 -0.72670 -0.16355
C 3.57076 0.29634 0.79419
C 3.40055 -2.01618 -0.25053
C 4.08903 -3.21645 -0.19184
C 3.44622 -4.42771 -0.36994
C 2.08565 -4.45132 -0.63008
C 1.35060 -3.28301 -0.67950
C -0.12874 -3.28373 -0.97429
C -0.88293 -4.46807 -0.38189
C -0.37470 -3.19829 -2.48693
C 2.00428 -2.03503 -0.46809
N 1.23402 -0.93465 -0.46939
H 4.96233 0.74047 -1.55764
H 3.33869 0.14601 -1.95163
H 4.75669 -0.87457 -2.24488
H 5.18876 -0.97280 0.20246
H 2.64631 0.70610 0.37828
H 4.27869 1.10687 0.96597
H 3.34078 -0.18063 1.74552
H 5.15851 -3.20496 -0.02509
H 4.00222 -5.35265 -0.32313
H 1.60314 -5.39936 -0.80757
H -0.55414 -2.34289 -0.52448
H -0.65091 -5.38373 -0.92090
H -1.95033 -4.28711 -0.46682
H -0.63706 -4.60019 0.66942
H 0.07925 -4.05187 -2.98932
H 0.05816 -2.27544 -2.89393
H -1.44614 -3.20714 -2.68529
C 1.88690 4.02962 0.37668
Si 0.23781 3.31812 -0.26310
C -1.09166 4.68316 -0.06372
C 0.41849 2.90679 -2.12653
C -0.37312 1.69716 0.54229
Si -0.23051 1.44299 2.42820
C -0.39842 -0.44813 2.71112
C 1.35770 2.05906 3.28229
C -1.67347 2.30741 3.35587
H 2.24271 4.81257 -0.28503
H 2.65969 3.27404 0.43897
H 1.76971 4.46645 1.36112
H -0.83180 5.58324 -0.61212
H -1.21636 4.96311 0.97776
H -2.05740 4.34516 -0.42752
H 0.64068 3.78009 -2.73289
H -0.51038 2.47113 -2.50443
H 1.22184 2.18324 -2.27933
H -1.45927 1.73873 0.35693
H 0.44456 -0.96900 2.25515
H -1.31504 -0.83557 2.25757
H -0.42035 -0.71417 3.76356
H 2.24925 1.76496 2.74520
H 1.42816 1.65504 4.28700
H 1.36249 3.13928 3.36649
H -2.64949 1.99079 3.00002
H -1.62393 3.38525 3.23967
H -1.63646 2.09668 4.42028

Its energy above the lowest of the compared OMol25 structures with the same formula, charge and spin is 14.1 kcal/mol. The HOMO energy (alpha / beta) comes out at -8.384 / -8.275 eV. As for the spin multiplicity: 3. The charge is 0. The value obtained for the LUMO energy (alpha / beta) is -0.3 / -0.7 eV. The calculation puts the HOMO-LUMO gap (alpha / beta) at 8.0409 / 7.6160 eV.

Charge distribution, natural (NBO) scheme, values in e: 1.356, -0.627, 0.148, -0.613, -0.710, 0.781, -0.622, -0.751, 0.217, 0.210, 0.236, 0.222, 0.221, 0.222, 0.470, -0.595, -0.241, -0.609, -0.019, -0.165, -0.210, -0.222, -0.010, -0.198, -0.608, -0.606, 0.130, -0.576, 0.207, 0.206, 0.211, 0.202, 0.221, 0.207, 0.210, 0.202, 0.212, 0.212, 0.171, 0.201, 0.234, 0.214, 0.211, 0.200, 0.228, -1.105, 1.655, -1.102, -1.115, -1.532, 1.656, -1.113, -1.106, -1.097, 0.238, 0.237, 0.233, 0.234, 0.229, 0.239, 0.240, 0.232, 0.229, 0.273, 0.239, 0.223, 0.237, 0.239, 0.238, 0.232, 0.218, 0.232, 0.236

---

(2)
# C23H44F21N4O25S7

11 unconnected molecules or ions with the total composition C23H44F21N4O25S7 in a non-equilibrium geometry (ωB97M-V/def2-TZVPD, the OMol25 dataset).

Geometry (Å):
C 2.19594 7.19629 3.21539
C 3.43586 6.64793 2.62250
O 3.52252 5.48718 2.41042
N 4.49780 7.67466 2.12930
H 4.90726 7.26964 1.29959
H 4.05120 8.54396 1.87441
C 5.46332 7.81422 3.34550
H 2.60142 7.92435 3.91797
H 1.46030 6.63045 3.78701
H 1.76870 7.68452 2.33949
H 5.91874 6.84946 3.56897
H 5.07219 8.31140 4.23315
H 6.18308 8.53983 2.96664
C 2.93443 -6.84633 1.24635
C 1.76971 -7.65376 0.62423
O 0.81921 -7.97825 1.27372
N 1.83659 -8.04619 -0.86389
H 1.46726 -7.41703 -1.56236
H 2.81784 -8.04194 -1.10314
C 1.37849 -9.48884 -1.12224
H 2.67441 -6.67952 2.29165
H 3.14972 -5.93172 0.69387
H 3.82056 -7.47528 1.33160
H 0.41940 -9.61888 -0.62089
H 2.17451 -10.08101 -0.67082
H 1.37132 -9.58815 -2.20768
C 0.12011 1.41532 2.42283
N -0.22636 0.43616 1.24028
C -1.46431 1.07478 0.59889
C 0.92478 0.28625 0.19515
C -0.86949 -0.89757 1.78281
C 0.07886 -1.89871 2.30234
O 0.92415 -1.28356 3.21452
H -0.73631 1.57102 3.07888
H 0.36204 2.40778 2.04260
H 1.02616 1.08376 2.93002
H -1.78483 0.51840 -0.28191
H -1.12693 2.05375 0.25846
H -2.30477 1.12428 1.29118
H 0.52649 -0.30671 -0.62818
H 1.69178 -0.29392 0.70818
H 1.19286 1.29479 -0.11961
H -1.37515 -1.50866 1.03516
H -1.63603 -0.69002 2.52943
H 0.57744 -2.39773 1.47138
H -0.58029 -2.67764 2.68560
H 0.83072 -1.62467 4.10700
C -0.19464 0.06263 -8.36681
N -1.13784 1.30161 -8.23353
C -0.92768 2.05163 -9.61368
C -2.62709 0.95990 -8.08541
C -0.69325 2.23526 -7.13130
C -0.81121 1.61201 -5.72082
O 0.02724 0.51148 -5.61854
H -0.60057 -0.43688 -9.24648
H -0.42674 -0.71944 -7.64390
H 0.83652 0.36881 -8.54301
H -1.54822 1.56136 -10.36379
H 0.14968 2.06150 -9.77888
H -1.25886 3.08691 -9.53229
H -3.20329 1.83715 -7.79126
H -2.77488 0.06100 -7.48687
H -3.05458 0.65743 -9.04137
H -1.21697 3.18447 -7.24452
H 0.37779 2.35593 -7.29383
H -1.84399 1.31224 -5.54305
H -0.70683 2.36194 -4.93672
H -0.46774 -0.21679 -5.23613
C -5.36726 2.97692 -4.01746
F -4.66443 3.54684 -4.98569
F -4.68856 2.30242 -3.10788
F -5.93868 3.99767 -3.45120
S -6.71685 1.82397 -4.69858
O -7.72214 2.61679 -5.47731
O -6.07411 0.85797 -5.55945
O -7.39273 1.30077 -3.49476
C 0.34503 0.42937 7.55364
F 1.35507 0.94924 6.86787
F 0.07760 1.28945 8.58088
F -0.67478 0.28123 6.79533
S 0.89952 -1.28146 8.32626
O 1.37571 -2.11718 7.17482
O 2.05508 -0.97161 9.19490
O -0.26838 -1.84053 9.11471
C 6.50244 -2.53668 1.26861
F 6.35661 -1.31496 1.79958
F 6.42468 -3.49226 2.29129
F 5.55440 -2.77569 0.38270
S 8.22675 -2.73297 0.38220
O 8.38536 -1.60829 -0.58838
O 9.19343 -2.64673 1.53662
O 8.22452 -3.99890 -0.29696
C -4.18950 -6.18193 0.99656
F -4.13676 -4.96387 0.47662
F -3.35516 -6.33661 2.00180
F -5.42061 -6.38286 1.45803
S -3.71952 -7.48852 -0.34513
O -2.76617 -6.83768 -1.22975
O -3.17713 -8.61293 0.45216
O -4.96043 -7.88882 -1.05134
C -1.14962 -7.14453 6.57911
F -1.59929 -8.16015 5.81830
F 0.15197 -7.17684 6.64849
F -1.61879 -6.03295 5.97844
S -1.81757 -7.30297 8.35249
O -1.70092 -5.94832 8.97264
O -3.24347 -7.67912 8.24638
O -1.01044 -8.34671 8.99171
C -5.40442 5.13769 1.91262
F -5.70091 4.53284 3.04663
F -5.13372 4.35750 0.88359
F -6.51628 5.87940 1.68703
S -3.85451 6.20075 2.29845
O -3.67817 7.07407 1.14051
O -4.29929 7.06000 3.40663
O -2.75898 5.25674 2.62190
C 1.31876 6.00444 -3.10239
F 1.56804 5.11687 -2.15174
F 1.95569 5.68219 -4.19748
F 0.04468 6.17232 -3.40222
S 2.14096 7.65191 -2.46006
O 1.24523 7.91543 -1.33008
O 3.50932 7.18369 -2.09819
O 2.04918 8.57937 -3.62696

The HOMO energy comes out at -2.353 eV. The charge is -3. The value obtained for the LUMO energy is 2.0 eV. The calculation puts the HOMO-LUMO gap at 4.3738 eV.

Results of the Löwdin charge analysis, in e, for atoms 1 through 99: 0.042, -0.416, 0.199, 0.136, 0.178, 0.172, 0.041, 0.084, 0.124, 0.120, 0.113, 0.103, 0.096, 0.041, -0.341, 0.206, 0.090, 0.179, 0.155, 0.049, 0.107, 0.094, 0.094, 0.112, 0.106, 0.103, 0.036, -0.269, -0.012, 0.057, -0.114, -0.279, -0.024, 0.114, 0.097, 0.096, 0.101, 0.105, 0.115, 0.098, 0.100, 0.104, 0.137, 0.146, 0.118, 0.145, 0.113, 0.022, -0.302, 0.031, 0.033, -0.092, -0.230, -0.047, 0.096, 0.099, 0.111, 0.099, 0.098, 0.103, 0.123, 0.114, 0.097, 0.142, 0.136, 0.123, 0.136, 0.107, -0.732, 0.109, 0.132, 0.154, 0.479, -0.394, -0.386, -0.357, -0.701, 0.107, 0.080, 0.165, 0.543, -0.406, -0.394, -0.377, -0.612, 0.115, 0.053, 0.107, 0.495, -0.396, -0.398, -0.364, -0.689, 0.119, 0.136, 0.128, 0.481, -0.399, -0.389

---

- Look up the charge of the first one.
  0

---

- Which formula does entry 2 have?
  C23H44F21N4O25S7